69
Properties=species:S:1:pos:R:3:forces:R:3:nbo_charge:R:1 method="wB97M-V/def2-TZVPD" total_energy_ev=-194913.386 relative_energy_kj_mol=0.00 gap_ev=1.0 mol_weight_g_mol=646.507
C -1.97088 -2.62385 2.76046 1.086 0.416 0.273 -0.617
C -1.16037 -1.71551 1.80858 -0.938 -0.683 -0.545 0.090
O -1.99877 -0.68828 1.36220 0.336 0.518 0.217 -0.739
C -0.67446 -2.53108 0.60221 -0.416 -0.224 0.325 -0.120
O -0.05853 -1.74406 -0.42301 0.473 -0.970 0.975 -0.491
C 1.27744 -1.49484 -0.23249 0.039 1.659 -1.834 0.389
O 2.14720 -2.65692 -0.18311 0.442 0.058 0.145 -0.515
C 3.27755 -2.29123 0.49071 -0.833 0.534 0.546 0.822
O 4.37906 -2.68373 0.26282 0.147 -0.366 -0.079 -0.563
C 2.80837 -1.34858 1.60192 -0.182 -1.055 0.937 -0.709
B 2.27758 -2.30919 2.73960 -0.205 0.119 -0.140 1.176
O 2.58340 -1.90118 4.08476 0.198 -0.389 0.676 -1.007
O 1.60613 -3.48311 2.55471 0.228 0.758 0.308 -0.863
C 1.77024 -0.49202 0.84480 1.369 0.412 -0.088 -0.266
C 2.61214 0.65636 0.18966 -0.107 0.019 0.288 -0.461
C 2.20697 2.02287 0.72706 -0.249 -0.251 -1.231 0.047
F 2.33019 2.11480 2.10412 0.301 -0.185 -0.093 -0.368
H -2.56429 -1.96614 3.39589 -0.221 -0.127 -0.187 0.241
H -1.25744 -3.11841 3.43913 -0.257 -0.363 -0.144 0.157
H -2.58220 -3.35070 2.22690 -0.078 0.058 0.109 0.211
H -0.32468 -1.31824 2.40450 -0.032 0.298 -0.222 0.131
H -2.26601 -0.79167 0.42325 0.270 -0.041 0.656 0.514
H -0.04299 -3.37348 0.89587 0.109 0.205 -0.058 0.193
H -1.56962 -2.96430 0.14825 0.066 0.161 -0.106 0.203
H 1.56714 -1.02754 -1.18133 -0.246 -0.128 0.024 0.170
H 3.56534 -0.75536 2.11714 0.265 0.087 -0.631 0.257
H 1.82893 -2.14046 4.64221 -0.016 0.130 0.097 0.496
H 1.20233 -3.81516 3.36431 -0.031 -0.352 -0.127 0.490
H 1.04715 0.06170 1.43977 -0.487 -0.821 0.091 0.270
H 3.69311 0.52464 0.36346 -0.924 -0.232 -0.235 0.217
H 2.48264 0.70443 -0.89817 -0.143 -0.016 0.115 0.221
H 1.16525 2.21048 0.44851 0.008 0.198 0.306 0.191
H 2.83274 2.75511 0.20728 -0.015 0.270 0.519 0.173
Li 4.26658 -2.23280 5.51560 -0.548 0.338 -0.741 0.992
Br 6.31922 1.07819 -2.54392 0.004 0.060 0.060 -0.003
C 7.56740 0.84040 -1.07204 -0.060 -0.088 -0.241 -0.453
C 6.92341 0.11870 0.08077 0.020 0.021 0.171 -0.448
Br 5.73161 1.29490 1.07603 0.721 0.192 0.298 0.002
H 7.92912 1.82729 -0.80182 -0.012 -0.012 0.046 0.234
H 8.38708 0.25167 -1.47809 -0.010 -0.031 0.042 0.231
H 7.67470 -0.20598 0.79760 0.033 0.028 -0.034 0.224
H 6.33063 -0.73668 -0.23354 0.004 0.017 -0.027 0.245
O -3.00049 -1.12164 -1.01059 -0.340 -0.148 -0.398 -0.627
C -3.56826 -1.13402 -2.07393 0.216 -0.089 -0.184 0.839
O -4.89798 -1.22764 -2.08868 -0.175 0.121 0.254 -0.489
C -5.68763 -1.07796 -3.27477 -0.098 -0.073 -0.265 -0.071
C -5.78809 -2.37485 -4.04966 0.141 -0.118 0.062 -0.637
C -2.79484 -1.12717 -3.36649 -0.027 0.436 -0.151 -0.744
H -5.31331 -0.25493 -3.88419 0.077 -0.030 0.015 0.182
H -6.67436 -0.78186 -2.92432 0.063 0.014 0.148 0.205
H -4.81232 -2.71313 -4.39935 -0.005 0.062 -0.068 0.207
H -6.44020 -2.25192 -4.91441 -0.011 0.017 0.013 0.222
H -6.19301 -3.16245 -3.41377 -0.070 0.041 -0.003 0.220
H -2.46970 -2.14425 -3.58338 0.001 -0.007 0.012 0.245
H -1.91960 -0.49544 -3.23380 0.064 -0.135 0.125 0.257
H -3.35133 -0.73694 -4.21445 -0.054 -0.141 -0.018 0.221
C -1.39858 4.74454 0.67367 1.020 -0.291 -1.283 -0.177
C -1.93192 3.46709 0.44211 0.151 0.391 -0.319 -0.201
C -2.96742 3.30371 -0.46571 -0.022 -0.007 0.045 -0.233
C -3.48387 4.39803 -1.15453 -0.061 -0.029 -0.053 -0.287
C -2.95631 5.66423 -0.92688 -0.076 -0.016 0.071 -0.217
C -1.92273 5.83947 -0.01901 0.031 -0.301 -0.119 -0.254
H -0.56194 4.88544 1.39186 -0.510 -0.315 -1.782 0.269
H -1.53341 2.60968 0.97262 -0.039 0.027 0.074 0.194
H -3.37980 2.31456 -0.63921 -0.021 -0.015 0.014 0.185
H -4.29239 4.26383 -1.86413 -0.011 0.002 0.003 0.188
H -3.35555 6.51823 -1.46353 -0.018 0.001 0.000 0.192
H -1.51887 6.82878 0.15874 0.023 -0.015 0.025 0.203
Cl -1.30264 5.08322 3.09992 -0.360 0.398 3.324 -0.857

=====

58
Properties=species:S:1:pos:R:3:forces:R:3:nbo_charge:R:1 method="wB97M-V/def2-TZVPD" total_energy_ev=-71694.906 relative_energy_kj_mol=0.00 multiplicity=3 charge=+1 gap_ev="4.5 / 7.0" mol_weight_g_mol=593.584 s_squared=2.0693
Mo 1.85653 -0.56333 1.36242 -0.780 1.036 -1.148 0.994
C -6.63778 -0.51521 0.67279 1.022 1.257 0.663 -0.253
O -5.97126 0.78827 0.42272 -1.612 -0.797 -0.023 -0.549
C -6.33154 1.81728 1.34269 -0.543 -0.726 2.205 -0.078
C -5.97031 3.18947 0.82011 1.185 -1.579 -0.947 -0.088
O -4.71406 3.03800 0.12701 -0.844 0.450 0.296 -0.542
C -4.36887 4.30716 -0.36476 1.441 -0.116 -0.879 -0.252
H -7.71157 -0.39480 0.87385 0.311 0.076 -0.065 0.184
H -6.13118 -0.98933 1.54119 -0.453 0.216 -0.317 0.172
H -6.49160 -1.16646 -0.19010 0.054 0.395 -0.078 0.196
H -5.88039 1.56345 2.33857 0.290 0.434 -0.700 0.162
H -7.41207 1.89084 1.66431 0.516 -0.526 -0.954 0.173
H -5.88673 3.97274 1.56755 -0.124 -0.089 0.462 0.184
H -6.73199 3.46562 0.10354 -0.226 0.324 -0.393 0.172
H -5.25183 4.80099 -0.80851 0.475 0.002 -0.006 0.174
H -3.53721 4.17665 -1.14565 -1.274 0.261 1.058 0.186
H -3.97255 4.89082 0.47823 -0.083 0.347 -0.318 0.167
C 1.86610 -3.86141 1.26935 0.967 -0.761 0.904 -0.247
N 1.12741 -2.63526 1.07199 -1.690 1.432 -1.427 -0.575
C -0.11211 -2.65608 0.51663 2.727 0.422 1.793 0.207
C -0.81757 -1.44554 0.47704 -1.127 0.101 -1.055 -0.054
C -2.14983 -1.19096 0.17019 -1.238 0.878 0.392 -0.161
C -2.38187 0.22212 0.28658 0.742 -2.050 -0.378 -0.299
C -1.15887 0.75795 0.56865 2.122 -0.553 0.866 0.008
N -0.20072 -0.24961 0.71203 1.290 0.672 0.237 -0.557
C 3.09194 -4.04363 0.38935 -0.350 0.201 0.555 -0.040
C 4.38822 -4.05153 0.90434 -0.594 -0.049 0.721 -0.217
C 5.51243 -3.94410 0.11101 -1.126 0.494 -0.722 -0.193
C 5.30319 -3.91816 -1.26957 -0.259 -0.752 0.224 -0.211
C 4.03554 -4.25780 -1.77711 0.054 0.891 -0.340 -0.191
C 2.89381 -4.22365 -0.95020 1.245 -0.586 -1.498 -0.222
H 1.18319 -4.68782 1.03199 0.111 -0.063 0.635 0.209
H 2.25170 -3.85072 2.33419 -0.863 -0.391 -0.961 0.219
H -0.51133 -3.59873 0.17574 -0.313 -0.162 0.070 0.215
H -2.94713 -1.90705 0.03500 0.194 -0.146 -0.221 0.229
H -3.30284 0.73238 0.17886 -0.728 0.408 -0.132 0.274
H -0.84879 1.77986 0.77381 -0.251 -0.184 -0.123 0.215
H 4.46194 -4.17540 1.97441 0.260 0.398 0.275 0.216
H 6.45811 -3.73115 0.55922 0.557 -0.243 0.090 0.226
H 6.14814 -3.73360 -1.92031 -0.102 -0.225 -0.187 0.221
H 3.94280 -4.42966 -2.85537 -0.095 0.118 0.442 0.223
H 1.91409 -4.45209 -1.36532 0.100 0.296 0.038 0.218
O 2.99433 4.40579 -1.81919 -0.471 -0.420 -0.118 -0.833
S 2.80620 4.90495 -0.50473 0.795 2.967 1.041 2.400
O 4.00796 5.30749 0.20297 -1.843 -1.025 -0.389 -0.786
O 1.50010 5.28850 -0.02198 1.524 -1.118 -0.437 -0.778
S 1.64897 0.44529 3.17035 0.220 -0.229 -0.136 0.004
S 4.37599 -0.76887 0.81644 -0.325 -0.236 0.573 0.009
C 3.86578 0.38982 -0.28622 1.758 0.239 -1.459 0.283
N 4.68703 1.00925 -1.18521 -1.503 0.308 -0.301 -0.502
C 4.15181 1.71983 -2.27282 -1.663 -1.518 1.499 0.049
C 2.73298 1.73858 -2.35684 1.282 1.473 -1.111 -0.263
C 1.95618 1.33582 -1.30041 1.108 -0.127 -0.161 0.050
N 2.56785 0.62125 -0.34409 -2.135 -1.270 2.473 -0.553
H 5.67012 0.82468 -1.08752 0.343 0.134 -0.115 0.446
H 4.84031 2.22720 -2.91186 0.138 0.035 -0.374 0.248
H 2.26160 2.26753 -3.19255 0.359 -0.202 0.403 0.264
H 0.92965 1.56237 -1.11481 -0.575 -0.120 -0.442 0.245